{
  "formula": "C19H21CdIN2O3S",
  "method": "wB97M-V/def2-TZVPD",
  "species": ["C", "C", "H", "H", "H", "H", "H", "H", "C", "C", "C", "C", "H", "H", "H", "H", "N", "C", "C", "N", "C", "C", "C", "H", "H", "C", "H", "H", "Cd", "I", "C", "C", "C", "C", "C", "C", "C", "S", "O", "O", "O", "H", "H", "H", "H", "H", "H", "H"],
  "coordinates": [[2.77438, 3.18456, 0.93761], [3.66090, 2.02043, 0.50761], [2.49701, 3.81152, 0.08816], [3.28714, 3.83026, 1.65892], [1.86556, 2.83550, 1.45917], [3.18188, 1.34106, -0.20894], [4.56067, 2.43044, 0.03511], [3.98727, 1.44782, 1.38264], [-2.70558, 1.18378, -0.54811], [-3.90681, 0.98899, -1.22142], [-3.98804, -0.07676, -2.12459], [-2.88982, -0.91930, -2.28635], [-2.59714, 1.97043, 0.19954], [-4.73607, 1.66064, -1.02125], [-4.90128, -0.26594, -2.68760], [-2.93591, -1.80823, -2.91411], [-1.61293, 0.46251, -0.81059], [-1.68678, -0.61774, -1.61208], [-0.51336, -1.51404, -1.63104], [0.62129, -1.08204, -1.01887], [1.63789, -1.95733, -0.86736], [0.42870, -3.72279, -1.96983], [1.56187, -3.28652, -1.28979], [2.53569, -1.58711, -0.36713], [2.37810, -3.96488, -1.05894], [-0.61532, -2.82190, -2.13741], [-1.54511, -3.12040, -2.62011], [0.33255, -4.73858, -2.35181], [0.50152, 0.96596, 0.16879], [-0.39893, 3.57252, 0.64818], [0.42474, 0.73575, 8.20638], [0.61193, 0.33883, 6.76880], [0.65960, -1.01662, 6.42268], [0.76754, -1.40022, 5.09090], [0.80856, -0.42940, 4.09765], [0.83907, 0.92858, 4.43092], [0.73253, 1.31121, 5.76447], [0.76861, -0.93008, 2.38456], [1.90665, -0.15693, 1.77614], [0.91881, -2.36392, 2.32666], [-0.52557, -0.39150, 1.88945], [-0.54850, 0.40940, 8.59792], [1.19052, 0.28221, 8.84860], [0.46404, 1.82329, 8.32516], [0.62251, -1.78183, 7.20145], [0.80342, -2.44442, 4.80797], [0.92922, 1.68004, 3.65470], [0.75219, 2.37184, 6.03224]],
  "forces_ev_per_a": [[0.25, -0.25, 0.54], [0.56, 0.46, 0.34], [-0.16, -0.13, 0.16], [0.14, -0.11, -0.12], [0.88, 0.28, -0.32], [0.03, 0.02, 0.06], [-0.09, -0.25, -0.13], [-0.18, -0.09, -0.29], [0.01, 0.07, -0.43], [0.21, -0.48, -0.13], [0.16, 0.15, 0.16], [0.60, 0.15, 0.27], [0.05, -0.18, -0.32], [0.05, -0.23, -0.08], [0.19, 0.04, 0.18], [-0.18, 0.43, 0.07], [-0.24, -0.66, -0.08], [-1.31, 0.77, 0.12], [0.98, -0.67, 0.30], [0.03, -0.78, -0.52], [-0.43, 0.06, -0.13], [0.00, 0.43, 0.16], [-0.01, 0.15, -0.02], [-0.40, -0.06, -0.06], [-0.09, 0.18, -0.14], [-0.15, 0.55, 0.09], [0.41, -0.06, 0.15], [0.11, 0.23, 0.19], [-0.69, 0.15, 0.51], [-0.59, -0.24, -0.32], [-0.03, 0.12, 0.32], [-0.02, -0.07, -0.13], [0.10, 0.23, -0.07], [-0.13, 0.16, -0.01], [0.10, 0.00, 0.15], [-0.14, -0.27, 0.06], [0.07, -0.33, 0.02], [0.21, 0.68, 1.01], [-1.03, -0.23, -0.51], [-0.06, 0.28, -0.20], [0.88, -0.27, -0.27], [0.18, 0.00, -0.18], [-0.11, 0.14, -0.13], [0.08, -0.18, 0.00], [-0.04, 0.25, -0.19], [-0.05, 0.03, 0.01], [-0.06, -0.04, -0.01], [-0.06, -0.38, -0.10]],
  "homo_ev": -8.22,
  "total_charge": 0,
  "total_energy_ev": -52668.7144,
  "molar_mass_g_mol": 596.77
}

{
  "formula": "C19H21Cl2N6O2Sm",
  "method": "wB97M-V/def2-TZVPD",
  "species": ["Sm", "C", "N", "C", "C", "N", "C", "C", "C", "C", "C", "C", "N", "C", "N", "C", "C", "C", "C", "C", "C", "N", "H", "H", "H", "H", "H", "H", "H", "H", "H", "H", "H", "H", "H", "H", "H", "N", "C", "C", "O", "O", "H", "H", "H", "H", "Cl", "C", "Cl", "H", "H"],
  "coordinates": [[7.06057, 10.43974, 7.01997], [8.60549, 10.39376, 10.23295], [7.19168, 10.33115, 9.69310], [6.38479, 11.46969, 10.14516], [6.36589, 12.64033, 9.20046], [7.00381, 12.66719, 8.03190], [6.87220, 13.96685, 7.49674], [7.56047, 14.63100, 6.50627], [7.68838, 16.00205, 6.58552], [7.01713, 16.74684, 7.54626], [6.14752, 16.17554, 8.46946], [6.10407, 14.73187, 8.47762], [5.81779, 13.86336, 9.46148], [9.58677, 10.44040, 9.12339], [9.28599, 10.48865, 7.79788], [10.51223, 10.39044, 7.10266], [10.69730, 10.49312, 5.72609], [12.06608, 10.48372, 5.32087], [13.14236, 10.53244, 6.27771], [12.89234, 10.55325, 7.65337], [11.53640, 10.39316, 8.08645], [10.93974, 10.43815, 9.34190], [8.82523, 9.45375, 10.82370], [8.83785, 11.24218, 10.88593], [6.82968, 9.45361, 10.04394], [6.65553, 11.77538, 11.17392], [5.35103, 11.07990, 10.22158], [7.93449, 14.02642, 5.64323], [8.34812, 16.54983, 5.93082], [7.32753, 17.84462, 7.64877], [5.64232, 16.83122, 9.18134], [5.20587, 14.01729, 10.25864], [9.78836, 10.58072, 5.03568], [12.34488, 10.66178, 4.26473], [14.13973, 10.55500, 5.89776], [13.68816, 10.75542, 8.35560], [11.45166, 10.29632, 10.26060], [5.82931, 11.79418, 4.82352], [4.44478, 11.24013, 5.12457], [4.81785, 10.14701, 6.15712], [5.49812, 9.16034, 5.74451], [4.62281, 10.48492, 7.42151], [5.89076, 12.81592, 4.82267], [6.13672, 11.39600, 3.92420], [4.07595, 10.71613, 4.22100], [3.77026, 12.05904, 5.37764], [5.98377, 5.10861, 7.51633], [6.00710, 6.66930, 6.82038], [7.48744, 7.65247, 7.51238], [5.14449, 7.28013, 7.08822], [6.16347, 6.70133, 5.73563]],
  "forces_ev_per_a": [[0.27, 0.19, 0.45], [-0.03, -1.19, -0.11], [1.61, 0.73, 0.09], [-1.67, -0.42, 0.73], [0.65, 1.10, -0.92], [-0.53, -0.23, -0.25], [-1.64, 0.80, 3.21], [0.51, -0.80, -1.77], [0.05, -0.25, -0.41], [0.20, 1.51, 1.10], [0.26, -1.02, -0.26], [2.13, 1.88, -2.37], [-0.82, -2.10, 1.85], [1.03, 0.20, -1.72], [1.09, -0.85, 2.01], [-0.38, 0.61, 1.68], [1.13, -0.22, -0.65], [-0.56, 0.87, 0.25], [-2.20, -0.29, 0.15], [-1.12, -0.30, -0.11], [1.67, 0.60, -2.11], [-0.38, -0.51, 0.40], [-0.35, 0.99, -0.49], [-0.64, -0.02, 0.04], [-0.50, 0.16, -0.01], [-0.03, 0.11, -0.50], [0.28, 0.31, -0.01], [0.32, 0.77, 0.91], [-0.03, -0.20, -0.35], [-0.99, -1.66, -0.25], [0.07, -0.55, -0.03], [0.32, 0.23, -0.20], [1.68, -0.15, 0.80], [-0.36, -0.50, 0.70], [0.47, 0.21, -0.04], [0.09, -0.29, 0.06], [-1.10, 0.35, -1.70], [0.23, -0.76, 0.30], [0.89, -0.81, -1.25], [-3.44, 1.49, 1.25], [-0.13, 1.52, 0.92], [2.12, -1.36, -2.93], [-0.29, -0.51, -0.22], [-0.10, 0.67, 0.56], [0.02, 0.47, 0.43], [0.06, -0.51, 0.56], [0.01, -0.18, -0.03], [0.13, 0.85, -0.22], [-0.34, -0.34, -0.16], [0.25, -0.31, 0.12], [0.09, -0.29, 0.49]],
  "spin_multiplicity": 6,
  "homo_ev": [-14.26, -14.26],
  "total_charge": 2,
  "total_energy_ev": -76017.4184,
  "molar_mass_g_mol": 586.68,
  "s2": 8.76
}

{
  "formula": "C19H21ClN4O3S",
  "method": "wB97M-V/def2-TZVPD",
  "species": ["C", "C", "C", "O", "O", "C", "C", "C", "C", "Cl", "C", "C", "O", "C", "N", "S", "N", "C", "H", "H", "H", "H", "H", "H", "H", "H", "H", "H", "H", "N", "C", "C", "C", "C", "H", "H", "H", "H", "H", "N", "C", "C", "C", "C", "H", "H", "H", "H", "H"],
  "coordinates": [[-7.56287, -0.24643, -0.86118], [-7.64167, -0.13509, 0.71309], [-6.29027, -0.52486, 1.44676], [-6.37438, -0.70697, 2.64841], [-5.11396, -0.59257, 0.72870], [-4.09598, -1.35470, 1.40496], [-3.03161, -0.43147, 2.18419], [-1.59511, -0.80817, 1.64942], [-0.86702, -1.98948, 2.11057], [-1.58572, -3.07577, 3.35241], [0.50608, -2.40175, 1.59495], [1.14637, -1.58589, 0.56687], [2.38493, -1.92740, 0.02386], [0.46030, -0.34251, 0.07454], [1.01396, 0.51501, -0.87532], [-0.15971, 1.70067, -0.95942], [-1.38896, 1.24191, 0.06258], [-0.89838, 0.05062, 0.61605], [-8.52214, 0.20806, -1.26755], [-6.73070, 0.35763, -1.31538], [-7.57208, -1.31308, -1.24032], [-7.89380, 0.93360, 0.96861], [-8.49577, -0.76966, 1.08694], [-3.50181, -1.87068, 0.58853], [-4.47883, -2.17253, 2.06754], [-3.11824, -0.62581, 3.28685], [-3.25535, 0.64517, 1.92147], [1.02242, -3.31647, 1.99507], [2.71872, -2.72396, 0.48502], [5.55098, -2.46688, -0.11881], [5.97710, -3.76281, 0.00413], [7.27871, -3.74076, 0.43512], [7.65106, -2.38027, 0.58327], [6.56412, -1.61878, 0.23709], [4.63498, -2.18198, -0.42359], [5.31905, -4.58581, -0.22672], [7.89505, -4.60586, 0.62419], [8.60796, -2.00205, 0.90779], [6.42453, -0.54988, 0.21208], [3.48680, 4.83492, -2.22740], [3.14976, 6.08891, -2.66106], [1.89451, 6.02341, -3.20929], [1.45456, 4.67948, -3.09736], [2.45695, 3.97141, -2.48518], [4.35580, 4.58688, -1.78706], [3.83121, 6.91628, -2.54342], [1.35162, 6.84932, -3.64184], [0.50930, 4.27717, -3.42790], [2.52753, 2.92987, -2.21222]],
  "forces_ev_per_a": [[-1.15, 0.32, -0.24], [0.97, 0.08, -1.46], [-1.67, 0.51, 1.09], [0.89, -0.14, -1.32], [-1.55, -0.68, 1.02], [2.11, -0.39, -0.14], [0.16, -0.60, -0.93], [1.50, -1.10, 0.56], [0.44, 1.74, -1.60], [0.58, 1.04, -1.13], [-0.57, 2.44, -1.56], [-1.66, -0.92, 1.74], [-1.16, 0.13, 0.77], [0.20, -0.44, 0.12], [-3.46, -0.21, 2.52], [-0.06, -0.58, 0.14], [3.20, -2.56, 0.10], [0.40, -0.57, 0.06], [1.07, -0.50, 0.41], [-0.64, -0.83, 0.59], [0.38, 1.20, 0.56], [0.45, -1.09, -0.03], [1.25, 0.55, -0.10], [-0.94, 0.67, 0.71], [-0.09, 1.06, -0.54], [0.19, 0.41, -1.09], [0.33, -1.21, 0.45], [-0.76, 1.09, -0.44], [-0.42, 0.54, -0.18], [-0.01, -0.05, 0.07], [-0.04, -0.03, -0.03], [-0.09, -0.15, 0.00], [-0.02, 0.16, 0.00], [-0.01, 0.06, -0.02], [0.16, 0.11, -0.05], [0.08, 0.02, -0.01], [-0.05, 0.05, -0.01], [-0.06, -0.02, -0.02], [0.03, -0.07, 0.00], [-0.09, 0.04, 0.00], [0.06, 0.03, -0.02], [0.09, 0.14, 0.03], [-0.01, -0.15, 0.05], [0.02, -0.11, 0.01], [-0.11, 0.03, -0.04], [-0.06, -0.04, -0.03], [0.04, -0.05, 0.03], [0.06, 0.02, 0.02], [0.00, 0.05, -0.04]],
  "homo_ev": -8.37,
  "total_charge": 0,
  "total_energy_ev": -55501.5075,
  "molar_mass_g_mol": 420.92
}